Record 1
{"formula": "C4H14N3", "method": "ωB97M-V/def2-TZVPD", "homo_ev": -13.140, "max_force_ha_per_bohr": 0.125, "orbital_gap_ha": 0.3575, "total_charge": 1, "e_lumo_ev": -3.4, "species": ["C", "C", "C", "C", "N", "N", "N", "H", "H", "H", "H", "H", "H", "H", "H", "H", "H", "H", "H", "H", "H"], "xyz": [[0.64960, -2.16250, -0.23813], [-2.51038, 1.15932, -0.74282], [-1.34475, -0.84460, 0.68151], [0.09953, -0.85381, 0.31591], [0.55753, 0.34741, 0.29693], [3.32355, 1.15892, -0.06369], [-1.84622, 0.52638, 0.39974], [1.67992, -1.96979, -0.63544], [-0.01916, -2.37257, -0.94484], [0.56927, -2.75029, 0.66051], [-3.51065, 0.74272, -0.93493], [-2.58162, 2.32786, -0.65987], [-1.99354, 0.85319, -1.75108], [-1.29584, -1.16446, 1.68897], [-1.99779, -1.55729, 0.08852], [-0.09259, 1.16003, 0.44560], [1.63585, 0.51204, 0.12794], [4.25148, 0.79828, 0.28204], [3.62262, 1.59359, -0.90759], [3.11446, 1.85266, 0.61863], [-2.31125, 0.64292, 1.27211]], "atomic_forces_ev_per_a": [[3.712, 3.875, 3.577], [0.077, -0.548, -2.377], [-1.441, 0.089, -4.268], [-0.930, 1.126, -1.986], [3.934, -0.463, -0.429], [1.697, -1.677, 0.885], [0.059, 0.125, 2.954], [-0.881, -0.766, 0.503], [-2.548, -1.467, -2.895], [0.383, -1.250, -0.155], [-0.039, 0.372, 0.389], [0.410, -2.441, 0.073], [-0.406, 0.907, 1.958], [-0.938, 0.216, 1.481], [1.206, 0.138, 0.719], [0.091, -1.263, 0.183], [-1.609, -0.183, -0.059], [-1.373, -0.062, -0.254], [-0.247, 0.750, -0.874], [-0.155, 1.086, 0.368], [-1.001, 1.437, 0.208]], "lowdin_charge": [0.05, -0.10, -0.13, -0.25, 0.21, 0.02, -0.17, 0.12, 0.05, 0.11, 0.07, 0.12, 0.11, 0.13, 0.16, 0.15, 0.11, 0.08, 0.03, 0.03, 0.10]}

Record 2
{"formula": "C31H41CoN5S", "method": "ωB97M-V/def2-TZVPD", "homo_ev": [2.862, -0.065], "s_squared": 3.983, "max_force_ha_per_bohr": 0.121, "orbital_gap_ha": [0.0447, 0.1472], "multiplicity": 4, "total_charge": -2, "e_lumo_ev": [4.1, 3.9], "species": ["Co", "N", "N", "C", "C", "C", "C", "H", "H", "H", "C", "C", "H", "H", "H", "C", "C", "H", "H", "H", "C", "H", "H", "H", "C", "H", "H", "H", "C", "H", "C", "H", "C", "H", "C", "H", "C", "C", "H", "C", "C", "H", "C", "H", "N", "C", "C", "C", "H", "C", "C", "H", "H", "H", "C", "H", "C", "C", "H", "H", "H", "C", "H", "H", "H", "C", "N", "C", "S", "N", "C", "H", "H", "H", "H", "H", "H", "H", "H"], "xyz": [[-0.27690, 0.16779, -0.12999], [0.62982, 1.07962, 1.41066], [-0.59221, 2.96946, -0.25215], [-1.28680, -0.71922, -1.60330], [-2.10899, -0.04780, -0.62759], [-1.83578, -0.62738, 0.66357], [-2.80206, -0.48030, 1.79018], [-3.38280, 0.44145, 1.64924], [-2.25768, -0.38782, 2.74073], [-3.48996, -1.34228, 1.83836], [-0.79663, -1.61345, 0.48505], [-0.56974, -2.85964, 1.26045], [-1.30391, -3.62773, 0.97102], [-0.66317, -2.73735, 2.34159], [0.44093, -3.24033, 1.05659], [-0.37613, -1.58063, -0.90594], [0.43653, -2.64056, -1.59237], [1.30440, -2.90588, -0.97249], [0.77633, -2.28619, -2.58015], [-0.17790, -3.54935, -1.73516], [-3.28063, 0.84583, -0.89605], [-4.21709, 0.26869, -0.84018], [-3.23768, 1.31927, -1.88643], [-3.33616, 1.64346, -0.14199], [-1.58051, -0.82529, -3.06955], [-0.64551, -0.81487, -3.65552], [-2.22656, -0.00285, -3.41953], [-2.11087, -1.77081, -3.31427], [1.74308, 0.69999, 2.06836], [2.68701, 0.52988, 1.55593], [1.60924, 0.64182, 3.54403], [2.33964, 0.11012, 4.15022], [1.06087, 1.88939, 4.10561], [1.21727, 2.18885, 5.15008], [0.13715, 2.53060, 3.33744], [-0.44637, 3.39630, 3.69323], [-0.09137, 2.16378, 1.95115], [-0.87236, 2.95573, 1.09764], [-1.35612, 3.86308, 1.45666], [-0.02052, 1.90362, -0.90389], [-0.82226, 4.02995, -1.13734], [-1.23336, 4.96020, -0.79778], [-0.38249, 3.63622, -2.32940], [-0.36721, 4.14256, -3.27689], [0.14682, 2.35238, -2.17916], [0.93850, 1.71612, -3.17970], [0.35825, 1.48227, -4.43284], [1.11270, 0.81861, -5.41098], [0.65793, 0.56700, -6.37774], [2.44863, 0.47859, -5.17554], [3.25388, -0.24101, -6.22129], [3.41703, -1.29308, -5.94940], [4.24313, 0.21631, -6.35022], [2.73987, -0.22301, -7.18717], [3.04226, 0.82740, -3.95655], [4.10845, 0.62447, -3.79090], [2.30356, 1.47063, -2.95637], [2.99461, 1.97586, -1.73183], [3.08650, 3.07188, -1.72978], [4.01349, 1.57772, -1.69202], [2.49533, 1.68369, -0.80121], [-1.03387, 1.91211, -4.76490], [-1.04183, 2.86001, -5.32077], [-1.66352, 2.05717, -3.88543], [-1.53310, 1.17716, -5.40861], [-1.83220, -3.07842, 5.98519], [-1.21652, -2.39086, 4.85667], [0.01089, -1.86568, 4.74530], [0.04965, -0.65005, 3.51079], [1.06416, -2.27988, 5.45377], [1.33884, -3.68029, 5.78847], [-1.09055, -3.42220, 6.69331], [-2.38783, -3.92341, 5.57865], [-2.56030, -2.40717, 6.45345], [-1.88857, -1.88882, 4.25787], [1.92382, -1.75637, 5.29097], [1.87807, -4.18507, 4.97927], [1.96637, -3.68297, 6.68014], [0.42104, -4.21902, 5.97874]], "atomic_forces_ev_per_a": [[4.336, 4.429, 0.336], [0.046, 2.246, 0.234], [0.300, -0.162, -1.473], [-0.478, -0.587, 0.375], [-1.349, -1.318, -0.081], [-1.433, -1.062, -0.781], [0.380, 0.252, 0.452], [0.002, -0.271, 0.168], [-0.442, -0.015, -0.129], [0.053, 0.179, 0.044], [-0.663, -0.642, -1.131], [0.503, -0.019, 0.738], [0.123, 0.052, -0.159], [0.058, -0.073, -0.144], [-0.224, -0.099, 0.167], [-1.413, -1.643, -0.412], [0.007, 0.142, 0.113], [-0.096, -0.006, -0.349], [0.023, -0.217, 0.403], [0.230, 0.087, -0.065], [0.047, 0.175, -0.030], [0.026, 0.151, -0.062], [0.052, -0.059, 0.175], [-0.019, -0.048, -0.204], [0.471, 0.487, -0.423], [-0.458, 0.008, 0.006], [0.306, -0.327, 0.100], [0.256, 0.342, 0.315], [-0.042, -0.036, 0.944], [-0.362, -0.644, -0.115], [-0.538, -0.071, 0.028], [0.449, 0.338, -0.307], [-0.928, 0.198, -0.198], [0.067, -0.214, -0.422], [-0.010, 0.777, 0.002], [0.525, -0.360, -0.013], [0.025, -1.044, -0.536], [0.557, 0.147, 1.788], [0.024, -0.328, 0.082], [-0.991, -0.429, -0.159], [-0.143, -0.337, 1.168], [-0.138, 0.110, -0.037], [0.730, -0.239, -0.752], [0.068, 0.071, 0.006], [0.018, 0.814, -0.049], [-0.092, 0.099, -0.755], [0.474, -0.583, -0.005], [0.382, 0.347, 0.177], [0.207, 0.165, 0.421], [-0.178, -0.510, 0.136], [-0.024, 0.085, -0.207], [0.005, 0.204, 0.010], [-0.129, -0.105, 0.016], [0.135, -0.020, 0.044], [-0.423, 0.471, 0.043], [-0.480, 0.049, -0.108], [-0.053, -0.230, -0.381], [0.406, -0.066, 0.639], [-0.175, -0.162, -0.090], [-0.096, 0.033, -0.046], [-0.060, 0.011, -0.197], [-0.685, 0.114, -0.280], [0.127, -0.104, 0.074], [0.119, -0.061, -0.035], [0.195, 0.089, 0.106], [-0.252, 0.750, -0.682], [-2.962, -1.400, -0.013], [0.332, 2.661, -1.880], [0.821, -0.613, 0.359], [2.241, -0.794, 2.074], [0.449, 0.443, -0.528], [-0.116, 0.127, 0.215], [-0.013, -0.255, 0.242], [0.034, -0.109, 0.519], [0.564, -0.612, 0.552], [-0.677, -0.200, 0.007], [-0.009, -0.267, -0.087], [-0.061, -0.201, 0.049], [0.035, -0.110, -0.001]], "mulliken_spin": [0.02, 0.07, 0.02, 0.20, -0.09, 0.11, 0.00, -0.01, 0.01, 0.01, -0.05, 0.04, 0.00, -0.05, 0.02, -0.35, 0.12, 0.02, -0.01, 0.01, -0.02, 0.00, -0.02, 0.02, -0.15, 0.16, 0.00, -0.06, 0.49, 0.02, 0.04, -0.02, -0.12, 0.01, 0.14, 0.01, -0.01, 0.27, 0.01, 0.16, -0.01, 0.00, -0.02, 0.13, -0.53, 2.73, -2.24, 3.08, 1.40, -6.39, 0.69, -0.13, -0.06, -0.42, 3.30, 1.12, -1.47, -0.31, -0.02, 0.04, 0.12, -0.12, -0.12, 0.16, 0.05, 0.11, 0.08, 0.46, 0.21, 0.11, 0.23, -0.02, 0.01, -0.03, 0.00, -0.07, -0.03, -0.04, -0.05]}

Record 3
{"formula": "C21H24BrNO4S", "method": "ωB97M-V/def2-TZVPD", "homo_ev": -8.915, "max_force_ha_per_bohr": 0.017, "smiles": "CCCOc1ccccc1C(=O)N(Cc1cccc(Br)c1)[C@H]1CCS(=O)(=O)C1", "orbital_gap_ha": 0.3505, "total_charge": 0, "e_lumo_ev": 0.6, "species": ["C", "C", "C", "O", "C", "C", "C", "C", "C", "C", "C", "O", "N", "C", "C", "C", "C", "C", "C", "C", "H", "H", "H", "Br", "H", "H", "H", "C", "C", "H", "H", "S", "O", "O", "C", "C", "H", "H", "H", "H", "H", "H", "H", "H", "H", "H", "H", "H", "H", "H", "H", "H"], "xyz": [[-4.23933, -3.50871, 2.32236], [-3.15043, -2.79419, 1.53351], [-3.60744, -2.50257, 0.10295], [-2.63014, -1.79553, -0.63795], [-1.56019, -2.45699, -1.16703], [-1.39405, -3.83551, -1.20345], [-0.27518, -4.38614, -1.80831], [0.68662, -3.58098, -2.38820], [0.53275, -2.20508, -2.35251], [-0.56513, -1.63807, -1.72933], [-0.76654, -0.15521, -1.73158], [-0.94680, 0.46347, -2.76405], [-0.77878, 0.45475, -0.51429], [-0.27765, -0.18428, 0.68276], [1.13266, 0.23514, 1.02783], [2.06395, 0.46241, 0.02384], [3.35661, 0.81922, 0.36193], [3.74778, 0.95523, 1.68263], [2.81464, 0.72685, 2.67956], [1.51637, 0.37107, 2.35749], [0.78897, 0.20216, 3.13763], [3.10510, 0.83110, 3.71366], [4.76102, 1.23474, 1.92520], [4.62460, 1.12699, -1.02750], [1.78122, 0.36384, -1.01330], [-0.26750, -1.26321, 0.51018], [-0.94280, 0.01030, 1.52673], [-1.14438, 1.87090, -0.51779], [-1.00573, 2.54803, 0.82713], [-1.03286, 3.62826, 0.72093], [-0.14312, 2.25244, 1.41177], [-2.55499, 2.08494, 1.69954], [-2.30964, 1.03116, 2.65569], [-3.19496, 3.26716, 2.20250], [-3.44029, 1.43963, 0.24133], [-2.63354, 2.01733, -0.89768], [-2.82465, 1.50463, -1.83948], [-2.86218, 3.07665, -1.02341], [-3.38639, 0.35636, 0.26894], [-4.46639, 1.78631, 0.27706], [-0.53334, 2.36976, -1.28274], [1.26947, -1.56048, -2.80759], [1.54961, -4.01760, -2.86555], [-0.16502, -5.46011, -1.82670], [-2.12867, -4.49472, -0.76912], [-3.90011, -3.42474, -0.41170], [-4.47709, -1.83852, 0.11980], [-2.89843, -1.84990, 2.02162], [-2.24757, -3.40905, 1.50611], [-3.90302, -3.69949, 3.33772], [-4.49169, -4.46022, 1.85838], [-5.13889, -2.89960, 2.36803]], "atomic_forces_ev_per_a": [[0.190, 0.088, -0.113], [-0.111, 0.015, -0.278], [-0.098, -0.218, 0.459], [0.299, 0.018, -0.246], [0.283, 0.111, -0.165], [-0.298, 0.062, 0.161], [0.091, 0.048, -0.052], [0.070, -0.090, -0.026], [-0.143, 0.058, 0.104], [-0.316, -0.229, -0.069], [0.014, -0.100, 0.166], [0.038, 0.069, -0.258], [-0.049, 0.138, 0.056], [0.208, -0.297, 0.195], [0.103, -0.031, 0.099], [0.043, 0.026, 0.024], [0.142, 0.022, -0.141], [0.088, 0.017, -0.098], [-0.011, -0.023, 0.010], [-0.040, -0.051, -0.107], [-0.107, -0.005, 0.110], [0.028, 0.018, 0.103], [0.071, 0.029, 0.005], [-0.146, -0.036, 0.163], [0.009, 0.033, -0.110], [-0.089, 0.158, 0.100], [0.188, -0.173, -0.150], [0.110, 0.245, -0.840], [-0.657, -0.375, 0.240], [-0.038, 0.050, -0.045], [-0.031, 0.004, 0.170], [-0.106, 0.023, 0.314], [0.046, -0.256, -0.028], [-0.142, 0.416, -0.255], [0.454, 0.331, 0.479], [0.157, -0.029, -0.465], [-0.041, 0.091, 0.067], [-0.004, 0.039, -0.059], [0.044, -0.098, 0.057], [-0.084, 0.058, 0.148], [-0.114, -0.007, 0.237], [0.069, 0.093, -0.059], [0.082, -0.042, -0.041], [0.005, -0.086, -0.001], [-0.093, -0.026, 0.057], [-0.009, 0.089, -0.007], [0.050, -0.113, -0.022], [0.068, 0.023, -0.044], [0.048, 0.053, 0.002], [-0.052, -0.050, 0.097], [-0.072, -0.115, 0.004], [-0.144, 0.026, 0.051]], "lowdin_charge": [-0.10, -0.22, -0.20, -0.05, -0.22, -0.01, -0.07, -0.08, -0.01, -0.08, -0.42, 0.09, 0.00, -0.10, -0.20, -0.07, -0.66, -0.13, -0.07, -0.04, 0.12, 0.11, 0.10, 0.73, 0.10, 0.14, 0.09, -0.29, -0.13, 0.12, 0.10, 0.70, -0.34, -0.31, -0.18, -0.15, 0.12, 0.13, 0.08, 0.11, 0.16, 0.12, 0.10, 0.11, 0.11, 0.12, 0.13, 0.11, 0.11, 0.07, 0.07, 0.08]}